{"formula": "C22H67F6N5O9P", "method": "ωB97M-V with the def2-TZVPD basis set", "spin_multiplicity": 1, "orbital_gap_ha": 0.348, "total_charge": -1, "de_lowest_kj_mol": 0.0, "species": ["P", "F", "F", "F", "F", "F", "F", "C", "C", "O", "H", "H", "H", "H", "H", "H", "C", "C", "C", "O", "C", "N", "H", "H", "H", "H", "H", "H", "H", "H", "H", "H", "H", "C", "C", "C", "O", "C", "N", "H", "H", "H", "H", "H", "H", "H", "H", "H", "H", "H", "C", "C", "C", "O", "C", "N", "H", "H", "H", "H", "H", "H", "H", "H", "H", "H", "H", "C", "C", "C", "O", "C", "N", "H", "H", "H", "H", "H", "H", "H", "H", "H", "H", "H", "C", "C", "C", "O", "C", "N", "H", "H", "H", "H", "H", "H", "H", "H", "H", "H", "H", "O", "H", "H", "O", "H", "H", "O", "H", "H"], "positions_angstrom": [[-22.4977, -7.7578, 1.0634], [-22.4017, -6.6519, 2.2801], [-22.7058, -8.8972, 2.1678], [-24.0992, -7.5019, 1.0278], [-22.6779, -8.7559, -0.1640], [-22.2718, -6.4949, 0.0390], [-20.9002, -7.9326, 1.1261], [-24.1354, -3.2023, 0.8818], [-24.4259, -3.8197, 2.2316], [-23.6776, -3.2280, 3.2771], [-24.4066, -2.1513, 0.7664], [-24.7299, -3.7230, 0.1196], [-23.0752, -3.3436, 0.6596], [-24.2431, -4.8970, 2.2024], [-25.4859, -3.6643, 2.4573], [-22.7400, -3.2833, 3.0104], [-20.6891, -2.7243, -2.4447], [-22.1352, -2.8173, -2.9172], [-22.5917, -4.2610, -2.9673], [-23.9334, -4.2726, -3.4331], [-24.4095, -5.5965, -3.6080], [-23.0061, -1.9513, -2.1057], [-20.4948, -3.4376, -1.6424], [-20.4784, -1.7142, -2.0989], [-20.0459, -2.9292, -3.3019], [-22.2005, -2.4543, -3.9501], [-22.5751, -4.6907, -1.9552], [-21.9666, -4.8177, -3.6768], [-24.4977, -6.1225, -2.6540], [-23.7517, -6.1371, -4.3014], [-25.3879, -5.5346, -4.0834], [-22.9376, -2.3447, -1.1615], [-23.9781, -2.1903, -2.3045], [-20.6096, -4.3142, 4.7389], [-19.9515, -4.0213, 3.4037], [-18.9607, -5.1223, 3.1080], [-18.3369, -4.8955, 1.8697], [-17.8847, -6.1067, 1.2799], [-21.0426, -4.0499, 2.3704], [-21.2967, -5.1633, 4.6799], [-21.2521, -3.4976, 5.0863], [-19.9070, -4.4731, 5.5630], [-19.5332, -3.0162, 3.4025], [-19.4762, -6.0886, 3.1699], [-18.1936, -5.1407, 3.9081], [-17.2732, -6.6738, 1.9929], [-17.2646, -5.8493, 0.4227], [-18.7261, -6.7207, 0.9450], [-21.3541, -5.0204, 2.3445], [-20.5716, -3.9377, 1.4732], [-23.7092, -9.9704, 6.3889], [-23.6998, -9.1579, 5.0987], [-24.9562, -8.3691, 4.9358], [-26.0839, -9.2084, 4.9141], [-27.2651, -8.4720, 4.8362], [-22.5981, -8.1777, 5.1393], [-22.7939, -10.5445, 6.5228], [-24.5789, -10.6313, 6.3799], [-23.8404, -9.3045, 7.2502], [-23.6020, -9.9190, 4.3125], [-24.8837, -7.7644, 4.0207], [-25.0127, -7.6868, 5.8008], [-27.2565, -7.7932, 3.9735], [-27.4392, -7.8723, 5.7421], [-28.0895, -9.1774, 4.7308], [-22.6459, -7.6577, 4.2571], [-21.7344, -8.6796, 4.9128], [-19.1621, -9.3311, 3.3182], [-18.5262, -10.3740, 4.2347], [-17.4619, -9.7335, 5.1104], [-16.4263, -9.2387, 4.2751], [-15.1684, -9.2344, 4.8930], [-19.5964, -11.0375, 5.0070], [-19.4340, -8.5313, 4.0165], [-19.9647, -9.7479, 2.7226], [-18.4272, -8.8999, 2.6363], [-17.9777, -11.1549, 3.6978], [-17.0356, -10.4779, 5.7990], [-17.8685, -8.9159, 5.7265], [-14.7677, -10.2451, 5.0507], [-15.1775, -8.7521, 5.8819], [-14.4999, -8.6624, 4.2506], [-19.1797, -11.8053, 5.5322], [-19.8965, -10.3959, 5.7439], [-21.6309, -8.3034, -5.8123], [-20.7490, -9.2359, -4.9909], [-20.6564, -8.7797, -3.5571], [-19.9201, -7.5810, -3.4834], [-20.2637, -6.8581, -2.3157], [-21.2625, -10.6193, -4.9904], [-22.6322, -8.1885, -5.3900], [-21.7579, -8.7233, -6.8186], [-21.2120, -7.3082, -5.9828], [-19.7603, -9.2596, -5.4550], [-20.1908, -9.5473, -2.9217], [-21.6757, -8.6409, -3.1620], [-20.0986, -7.4754, -1.4266], [-21.3052, -6.5270, -2.2815], [-19.6956, -5.9274, -2.2792], [-22.1592, -10.6423, -4.5156], [-21.4014, -10.9331, -5.9419], [-25.6496, -9.4420, -0.7793], [-25.2824, -8.6375, -0.3966], [-25.5400, -10.0941, -0.0724], [-24.3863, -11.0475, 1.2582], [-23.6333, -11.5778, 0.9752], [-23.9797, -10.2218, 1.5376], [-21.1362, -11.4610, -0.0917], [-20.9766, -11.8431, -0.9590], [-21.0155, -10.5118, -0.2084]]}